1.
{
  "formula": "C18H22IrN6O3S",
  "method": "ωB97M-V/def2-TZVPD",
  "elements": ["Ir", "S", "O", "O", "O", "N", "N", "N", "N", "N", "N", "C", "C", "C", "C", "C", "C", "C", "C", "C", "C", "C", "C", "C", "C", "C", "C", "C", "C", "H", "H", "H", "H", "H", "H", "H", "H", "H", "H", "H", "H", "H", "H", "H", "H", "H", "H", "H", "H", "H", "H"],
  "positions_angstrom": [[0.66, 0.44, -0.63], [1.58, -0.81, -2.26], [-0.32, -1.24, -0.09], [-1.10, 1.04, -1.65], [-0.17, 0.97, 1.14], [2.38, -0.03, 0.23], [3.12, -2.88, -1.59], [-0.92, -1.06, 1.10], [2.90, -1.30, 0.06], [1.56, 2.25, -0.49], [-0.84, 0.02, 1.73], [2.61, 4.64, 0.38], [-1.67, -2.18, 1.63], [3.10, 0.91, 0.73], [-1.54, -3.41, 1.00], [-2.48, -1.98, 2.74], [-3.08, -4.31, 2.62], [-3.19, -3.06, 3.23], [-3.42, 0.81, -1.31], [1.60, 4.62, -0.57], [3.11, 3.44, 0.88], [-1.61, 0.13, -2.70], [2.63, -1.74, -1.13], [4.43, 0.65, 1.35], [-3.11, 0.37, -2.74], [-2.26, -4.48, 1.51], [1.08, 3.40, -0.97], [-2.24, 1.71, -1.00], [2.57, 2.26, 0.43], [3.76, -3.41, -1.03], [1.20, 5.53, -0.99], [4.36, -0.20, 2.03], [-2.34, 2.68, -1.47], [-3.63, -5.15, 3.01], [3.90, 3.44, 1.60], [-3.64, -0.53, -3.02], [-1.09, 0.39, -3.62], [-3.37, 1.16, -3.44], [4.80, 1.52, 1.89], [5.15, 0.39, 0.57], [-4.36, 1.35, -1.22], [-2.56, -1.01, 3.20], [2.85, -3.25, -2.49], [-3.83, -2.94, 4.09], [-2.17, -5.45, 1.04], [-2.00, 1.83, 0.05], [3.01, 5.58, 0.72], [-0.90, -3.53, 0.15], [0.28, 3.32, -1.69], [-1.37, -0.88, -2.40], [-3.44, -0.04, -0.63]],
  "mulliken_charge": [1.53, -0.42, -0.67, -0.21, -0.51, 0.34, -0.39, 1.12, -1.19, 0.06, -0.53, -0.36, 0.56, 0.69, -0.45, -0.36, -0.49, -0.64, -0.48, -0.92, -0.84, -0.45, 0.76, -1.42, -0.70, -0.68, 0.08, -0.55, 0.96, 0.26, 0.43, 0.37, 0.39, 0.42, 0.33, 0.38, 0.28, 0.32, 0.43, 0.35, 0.40, 0.48, 0.22, 0.40, 0.40, 0.40, 0.48, 0.45, 0.53, 0.30, 0.17],
  "e_lumo_ev": [-6.97, -9.40],
  "total_energy_ha": -1755.24651,
  "fmax_ev_per_a": 0.80,
  "relative_energy_kcal_mol": 0.0,
  "gap_ha": [0.2785, 0.1892],
  "total_charge": 2,
  "spin_multiplicity": 2
}

=====

2.
{
  "formula": "C5H11NO",
  "method": "ωB97M-V/def2-TZVPD",
  "elements": ["O", "N", "C", "C", "C", "C", "C", "H", "H", "H", "H", "H", "H", "H", "H", "H", "H", "H"],
  "positions_angstrom": [[-0.29, -0.92, 1.54], [-1.52, 0.44, 0.01], [-0.58, -0.20, 0.63], [-2.91, 0.37, 0.46], [1.99, 0.63, 0.54], [0.92, 0.23, -0.46], [1.15, -1.12, -1.13], [-3.24, 1.35, 0.82], [-3.55, 0.08, -0.38], [0.34, -1.37, -1.83], [2.00, -0.09, 1.37], [1.80, 1.63, 0.95], [-3.03, -0.35, 1.27], [1.20, -1.91, -0.37], [2.97, 0.63, 0.07], [0.93, 0.99, -1.28], [2.10, -1.13, -1.69], [-0.29, 0.74, -0.52]],
  "mulliken_charge": [-0.55, -0.40, 0.39, -0.88, -1.33, 0.50, -1.37, 0.28, 0.29, 0.35, 0.30, 0.33, 0.31, 0.31, 0.40, 0.39, 0.40, 0.28],
  "e_lumo_ev": 0.94,
  "total_energy_ha": -326.99170,
  "fmax_ev_per_a": 0.55,
  "relative_energy_kcal_mol": 87.6,
  "gap_ha": 0.3867
}

=====

3.
{
  "formula": "C17H35HfN2O2PSi",
  "method": "ωB97M-V/def2-TZVPD",
  "elements": ["Hf", "P", "Si", "O", "O", "N", "N", "C", "C", "C", "C", "C", "C", "C", "C", "C", "C", "C", "C", "C", "C", "C", "C", "C", "H", "H", "H", "H", "H", "H", "H", "H", "H", "H", "H", "H", "H", "H", "H", "H", "H", "H", "H", "H", "H", "H", "H", "H", "H", "H", "H", "H", "H", "H", "H", "H", "H", "H", "H"],
  "positions_angstrom": [[-0.04, 0.20, 0.48], [0.45, 0.67, -2.68], [2.21, 0.80, -1.25], [0.58, -0.23, 2.34], [-1.83, 1.27, 0.16], [1.18, -0.51, 4.45], [-0.28, -1.67, -0.29], [0.24, -0.45, 3.57], [-0.36, -2.92, -0.52], [-1.39, 0.40, -2.63], [0.91, -0.64, 5.89], [-1.54, -3.64, -0.24], [2.57, -0.22, 4.08], [-1.21, -0.64, 3.94], [-1.20, 2.38, 0.60], [-0.98, 3.55, -0.37], [0.78, -3.57, -1.13], [-1.45, 2.84, 2.01], [0.69, -4.96, -1.32], [-0.48, -5.69, -0.97], [0.95, -0.72, -3.80], [0.56, 2.19, -3.72], [3.05, 2.43, -1.23], [-1.59, -4.96, -0.42], [-0.67, 3.65, 2.19], [3.26, -0.08, -1.85], [-1.81, -0.74, 3.02], [-1.34, -1.53, 4.55], [-2.51, 3.27, 2.12], [-1.31, 2.06, 2.81], [-1.59, 0.24, 4.50], [1.88, -0.64, 6.39], [-1.62, -0.50, -2.02], [2.67, 0.80, 3.66], [1.61, 2.46, -3.88], [0.37, -1.56, 6.11], [2.81, 3.09, -2.05], [-0.76, 4.43, 0.29], [1.63, -3.02, -1.43], [0.07, 1.95, -4.69], [-2.43, -3.06, 0.13], [3.17, -0.30, 4.99], [0.32, 0.22, 6.26], [2.94, -0.95, 3.34], [-2.47, -5.53, -0.18], [-0.03, 3.40, -0.92], [2.80, 2.92, -0.28], [1.99, 0.36, 0.12], [-1.81, 3.82, -1.04], [1.51, -5.46, -1.74], [0.35, -0.64, -4.72], [2.03, -0.62, -4.03], [0.91, 1.57, 0.49], [-1.72, 0.25, -3.68], [-1.90, 1.27, -2.17], [0.76, -1.67, -3.28], [4.13, 2.23, -1.25], [0.02, 3.01, -3.21], [-0.52, -6.76, -1.13]],
  "mulliken_charge": [-0.04, 1.00, 0.69, -0.97, -0.84, 0.11, 0.07, 0.98, 0.09, -1.10, -0.87, -0.23, -0.74, -1.50, 1.10, -1.00, -0.29, -0.82, -0.65, -0.59, -1.32, -1.27, -1.16, -0.37, 0.33, -0.31, 0.29, 0.49, 0.31, -0.17, 0.39, 0.30, 0.26, 0.27, 0.39, 0.31, 0.37, 0.41, 0.49, 0.44, 0.27, 0.32, 0.34, 0.25, 0.34, -0.06, 0.24, -0.08, 0.27, 0.38, 0.45, 0.36, -0.01, 0.48, 0.30, 0.28, 0.40, 0.27, 0.36],
  "e_lumo_ev": [0.14, 0.14],
  "total_energy_ha": -1607.38470,
  "fmax_ev_per_a": 5.84,
  "relative_energy_kcal_mol": 166.2,
  "gap_ha": [0.1559, 0.1557]
}